[1]
Computed, not measured: one molecule with the formula C5H9Cl, with ωB97M-V/def2-TZVPD.

## Properties
- Net charge: 0
- SMILES string: C[C@@H]1C[C@@]1(C)Cl
- HOMO energy: -0.3473 hartree

Cartesian coordinates (Å):
Cl: -1.329 -1.789 -1.234
C: -0.043 -1.083 1.048
C: -0.204 1.605 0.603
C: 0.877 -0.428 -1.448
C: -0.184 -0.678 -0.455
C: -0.746 0.238 0.644
H: -0.825 2.294 0.020
H: -0.285 1.964 1.739
H: 1.511 0.354 -0.997
H: -1.775 0.193 0.955
H: 1.414 -1.396 -1.639
H: 0.426 -0.019 -2.335
H: -0.583 -1.953 1.308
H: 0.868 1.663 0.274
H: 0.878 -0.966 1.518

Results of the natural (NBO) charge analysis, in e, for atoms 1 through 2: -0.0753, -0.4226



[2]
Computed, not measured: one molecule with the formula C5H10N2S, with ωB97M-V/def2-TZVPD.

## Properties
- Net charge: 0
- SMILES string: N[C@]12CNC[C@H]1[C@H]2S
- HOMO energy: -0.3099 hartree

Cartesian coordinates (Å):
S: 2.538 -0.396 0.036
N: 0.185 1.846 0.436
N: -1.686 -1.443 0.210
C: -0.468 -0.631 0.310
C: -0.207 0.629 1.250
C: 0.878 -0.930 -0.457
C: -0.232 1.449 -0.941
C: -0.175 0.012 -1.011
H: -1.182 1.859 -1.282
H: -1.725 -2.077 0.968
H: -1.390 -2.097 -0.640
H: -1.267 0.897 1.584
H: 1.191 1.959 0.732
H: 2.456 -1.128 1.151
H: 0.502 2.024 -1.485
H: 1.039 -1.896 -1.078
H: 0.416 0.311 2.026
H: -0.875 -0.389 -1.809

Results of the natural (NBO) charge analysis, in e, for atoms 1 through 2: -0.0150, -0.6286



[3]
Computed, not measured: an isolated ion of composition C9H19N5O and charge +2, with ωB97M-V/def2-TZVPD.

## Properties
- Net charge: +2
- SMILES string: N/C(C[C@@H](N=C=[NH2+])[NH+]1CCCCC1)=N\O
- HOMO energy: -0.5708 hartree

Cartesian coordinates (Å):
O: 2.804 -2.746 -2.434
N: 0.239 -3.092 -2.561
N: 0.759 0.506 -1.280
N: 2.071 -2.074 -1.530
N: -0.568 0.514 0.630
N: 2.256 0.722 -3.229
C: 0.368 -0.295 -0.166
C: -0.163 -1.633 -0.629
C: -1.670 1.957 2.822
C: 0.056 1.781 1.130
C: -2.331 0.601 2.384
C: 1.562 0.473 -2.188
C: -1.077 2.736 1.640
C: 0.822 -2.326 -1.573
C: -1.175 -0.248 1.735
H: -2.792 -0.050 3.116
H: 0.617 -3.896 -3.009
H: -1.147 0.859 -0.094
H: 2.987 1.389 -3.039
H: -2.337 2.693 3.338
H: 2.198 0.297 -4.175
H: 1.305 -0.662 0.358
H: -3.030 0.673 1.602
H: -1.396 -1.256 1.556
H: -0.236 -0.269 2.385
H: -1.825 3.155 0.922
H: -0.494 3.682 2.027
H: -0.259 -2.135 0.324
H: -0.688 -3.264 -2.247
H: 0.612 2.294 0.255
H: 3.681 -2.413 -2.221
H: -0.773 1.792 3.499
H: 0.723 1.743 1.929
H: -1.100 -1.511 -1.278

Results of the natural (NBO) charge analysis, in e, for atoms 1 through 2: -0.5279, -0.7918



[4]
Computed, not measured: C32H42N5O7SSbTa as an isolated structure, with ωB97M-V/def2-TZVPD.

## Properties
- Net charge: +1
- HOMO energy: -0.3920 hartree

Cartesian coordinates (Å):
Ta: 0.080 0.106 0.287
Sb: -2.680 0.761 0.341
S: -1.148 -2.357 -2.033
O: -0.222 -1.934 0.823
O: -0.767 -0.604 2.439
O: 2.084 2.743 1.569
O: -0.299 0.716 -1.560
O: 0.204 1.952 0.640
O: 2.772 -0.793 4.080
O: 1.604 -0.180 1.493
N: 1.503 -0.385 -2.403
N: -1.056 -4.776 -0.927
N: 1.586 -0.725 -1.055
N: 0.607 -4.328 -2.414
N: -1.021 2.267 3.075
C: -0.677 1.976 -4.074
C: 3.018 -1.467 2.933
C: 3.693 -3.084 0.743
C: -4.239 -0.676 -1.922
C: 1.246 -3.646 -3.531
C: 0.797 3.600 3.894
C: -2.199 3.491 -1.069
C: 0.486 0.818 -6.313
C: -0.510 -3.894 -1.787
C: -3.977 -0.780 -0.421
C: -3.071 2.237 -1.165
C: -1.600 2.377 4.267
C: -0.952 2.482 -5.336
C: -0.373 1.902 -6.455
C: 2.475 -1.178 1.673
C: 3.831 -2.586 3.071
C: -4.022 3.054 1.991
C: 0.166 2.840 2.919
C: -0.787 -2.964 2.932
C: 2.858 -1.975 0.580
C: 4.156 -3.408 1.998
C: -2.309 -4.555 -0.227
C: 0.182 0.892 -3.931
C: 2.284 0.552 4.058
C: 0.914 2.545 1.660
C: -4.088 1.547 1.759
C: 0.487 0.373 -2.591
C: -0.583 -1.780 2.050
C: 0.167 3.740 5.118
C: 0.767 0.314 -5.056
C: -1.042 3.090 5.320
C: 2.493 -1.590 -0.753
H: 1.020 -2.585 -3.470
H: 0.888 -4.030 -4.487
H: 1.758 4.048 3.682
H: -0.393 -2.751 3.924
H: -0.310 -3.843 2.508
H: 2.793 1.152 3.305
H: -4.837 0.203 -2.163
H: 0.614 4.337 5.902
H: -3.028 3.389 2.274
H: -2.378 4.041 -0.144
H: -1.138 3.247 -1.105
H: -3.996 0.976 2.685
H: -1.860 -3.144 3.027
H: -2.389 -5.291 0.571
H: 1.439 -0.524 -4.931
H: -4.129 2.483 -1.060
H: 4.785 -4.275 2.150
H: -2.414 4.170 -1.898
H: -4.709 3.335 2.793
H: -3.514 -1.734 -0.176
H: -2.559 1.883 4.386
H: -0.707 -5.721 -0.939
H: 2.324 -3.791 -3.473
H: 3.955 -3.680 -0.124
H: 0.839 -5.304 -2.306
H: -3.315 -0.635 -2.498
H: -2.932 1.735 -2.121
H: 4.214 -2.785 4.064
H: -4.326 3.602 1.099
H: -1.616 3.330 -5.444
H: 3.051 -2.013 -1.584
H: 0.938 0.368 -7.187
H: 2.495 0.953 5.046
H: 1.209 0.568 3.880
H: -2.308 -3.558 0.202
H: -0.591 2.295 -7.440
H: -1.108 2.436 -3.196
H: -3.167 -4.649 -0.893
H: -4.790 -1.554 -2.265
H: -4.906 -0.698 0.145
H: -5.038 1.275 1.294
H: -1.554 3.138 6.272

Results of the Mulliken charge analysis, in e, for atoms 1 through 2: 1.1686, 0.7296



[5]
Computed, not measured: C28H21NO2PS4SbSe4Tc as an isolated structure, with ωB97M-V/def2-TZVPD.

## Properties
- Multiplicity: 4
- Net charge: -2
- Expectation value of S²: 3.797
- HOMO energy (spin up / spin down): -0.0499 / -0.0487 hartree

Cartesian coordinates (Å):
Sb: 2.274 -2.175 -2.283
Tc: 1.138 -0.723 0.059
Se: 0.648 -3.417 -0.868
Se: 2.291 0.325 -1.702
Se: 1.115 -2.039 -4.455
Se: 4.586 -2.893 -2.035
S: 6.684 0.515 2.086
S: 3.350 -1.693 0.521
S: 5.261 -2.150 2.715
S: 4.836 0.824 -0.212
P: -1.182 -0.413 -0.734
O: 6.793 2.561 0.178
O: 0.954 -2.971 2.061
N: 0.231 -1.949 1.486
C: -2.126 0.054 3.259
C: -2.922 1.022 0.708
C: -1.388 1.040 -1.820
C: 1.622 0.837 1.271
C: 2.289 1.892 3.430
C: -1.851 0.180 0.822
C: -0.855 -1.619 2.214
C: 5.391 -0.684 1.834
C: 2.021 0.835 2.628
C: -1.484 -0.406 2.086
C: 2.117 3.225 1.446
C: -0.875 3.283 -2.474
C: 2.317 3.144 2.840
C: -0.921 2.288 -1.510
C: -1.465 3.153 -3.759
C: -2.053 -2.352 -2.580
C: -3.850 -3.485 -0.868
C: 6.314 1.576 0.591
C: -2.839 -3.385 -3.006
C: 4.476 -0.442 0.797
C: 1.655 2.113 0.698
C: -2.268 -1.666 -1.339
C: -1.986 1.827 -4.029
C: -3.097 1.076 3.194
C: -3.151 -2.319 -0.524
C: -3.885 -3.890 -2.192
C: -3.611 1.404 1.930
C: -1.825 0.783 -3.109
H: -3.519 -2.044 0.406
H: 1.550 -3.365 1.274
H: 2.313 4.256 0.980
H: -1.115 -1.945 -3.125
H: -1.761 -0.243 4.204
H: -4.489 2.007 1.869
H: -2.507 1.585 -4.897
H: -4.515 -3.943 -0.118
H: -0.772 2.539 -0.459
H: 1.389 2.130 -0.384
H: -1.353 3.889 -4.588
H: -1.105 -2.256 3.046
H: -0.438 4.250 -2.192
H: -3.391 1.600 4.049
H: -4.505 -4.704 -2.647
H: -2.573 -3.863 -3.964
H: 2.125 -0.162 3.023
H: -3.169 1.398 -0.250
H: 2.661 1.751 4.430
H: 2.544 4.034 3.472
H: -2.099 -0.200 -3.481

Results of the natural (NBO) charge analysis, in e, for atoms 1 through 2: 1.0983, -0.0865



[6]
Computed, not measured: C19H13BCl2N4O2S5W as an isolated structure, with ωB97M-V/def2-TZVPD.

## Properties
- Net charge: 0
- HOMO energy (spin up / spin down): -0.2730 / -0.2730 hartree

Cartesian coordinates (Å):
W: -0.790 -0.631 0.769
Cl: 0.966 -4.797 -1.413
Cl: 0.863 -1.824 -5.880
S: -3.081 -1.395 0.374
S: -3.230 -3.032 4.374
S: -1.003 -1.611 2.947
S: -5.973 -4.160 4.593
S: -5.047 -2.877 2.081
O: 0.001 -2.228 -0.124
O: 4.618 3.275 0.380
N: 2.612 3.648 -0.555
N: -1.334 1.192 1.281
N: -0.607 -0.026 -1.264
N: 1.219 -0.003 1.095
C: -2.621 -2.234 2.940
C: 0.088 -0.834 -3.475
C: 2.961 1.622 0.748
C: 1.668 1.163 0.587
C: 0.825 -3.153 -3.555
C: 3.409 -0.383 1.981
C: 0.572 -1.953 -4.186
C: 0.639 -3.297 -2.182
C: -3.463 -2.162 1.874
C: -0.891 1.155 -1.815
C: 3.856 0.829 1.473
C: 3.476 2.923 0.190
C: -0.199 0.440 -4.006
C: -0.118 -1.003 -2.083
C: -4.811 -3.399 3.732
C: -0.681 1.420 -3.166
C: 2.098 -0.766 1.775
C: 0.178 -2.225 -1.409
C: -1.757 2.205 1.709
B: -2.291 3.514 2.238
H: -0.047 0.637 -5.055
H: 1.713 -1.707 2.158
H: 1.638 3.432 -0.646
H: 1.182 -3.993 -4.132
H: -1.756 3.739 3.281
H: 4.868 1.178 1.614
H: 0.927 1.740 0.042
H: 4.076 -1.028 2.529
H: -1.310 1.914 -1.160
H: -1.993 4.328 1.412
H: 2.925 4.551 -0.875
H: -3.473 3.412 2.353
H: -0.905 2.403 -3.547

Results of the natural (NBO) charge analysis, in e, for atoms 1 through 2: 1.1904, 0.0520



[7]
Computed, not measured: C3H4InO2 as an isolated structure, with ωB97M-V/def2-TZVPD.

## Properties
- Multiplicity: 2
- Net charge: 0
- Expectation value of S²: 0.763
- HOMO energy (spin up / spin down): -0.2030 / -0.2769 hartree

Cartesian coordinates (Å):
In: 1.683 -0.977 -2.028
O: 0.302 0.414 -1.589
O: 0.760 0.603 0.531
C: 0.876 0.392 2.843
C: 0.056 0.964 -0.494
C: 0.310 1.277 1.763
H: 0.222 -0.478 3.064
H: 1.856 -0.070 2.603
H: 0.996 0.976 3.768
H: -0.688 1.777 -0.466

Results of the natural (NBO) charge analysis, in e, for atoms 1 through 2: 0.8520, -0.9063



[8]
Computed, not measured: C28H24Cl2N2O4ReS as an isolated structure, with ωB97M-V/def2-TZVPD.

## Properties
- Multiplicity: 4
- Net charge: +2
- Expectation value of S²: 3.768
- HOMO energy (spin up / spin down): -0.5052 / -0.5069 hartree

Cartesian coordinates (Å):
Re: -0.232 -0.738 -1.029
Cl: 1.879 -2.236 -1.011
Cl: -0.664 -2.995 -2.242
S: -1.076 -1.610 2.194
O: -0.802 -1.667 0.656
O: -1.988 -0.201 -1.594
O: 0.810 0.631 -0.201
O: 2.611 1.508 1.467
N: 0.073 0.290 -2.766
N: -1.034 0.308 -3.611
C: 1.632 -1.456 2.661
C: 2.119 1.352 -2.125
C: 2.789 -1.950 3.235
C: -3.437 0.003 -3.487
C: 2.888 1.674 0.158
C: -1.516 2.767 3.250
C: -5.972 -0.086 -4.595
C: -0.756 1.937 4.064
C: -0.570 0.605 3.724
C: 1.927 1.189 -0.739
C: -3.606 0.221 -4.858
C: -2.095 0.056 -2.924
C: -4.541 -0.256 -2.674
C: -2.115 2.265 2.102
C: -5.806 -0.300 -3.233
C: -1.959 0.932 1.758
C: 1.078 1.044 -3.065
C: -1.163 0.127 2.560
C: 1.536 -3.701 4.337
C: 1.025 -3.506 -1.950
C: 0.435 -2.112 2.935
C: -4.873 0.173 -5.406
C: 4.032 2.281 -0.343
C: 0.367 -3.230 3.756
C: 2.739 -3.064 4.073
C: 3.274 1.993 -2.599
C: 4.226 2.433 -1.713
C: 3.536 2.053 2.410
H: 5.124 2.916 -2.070
H: 1.072 1.519 -4.042
H: 1.504 -4.562 4.992
H: 3.400 2.137 -3.664
H: -0.582 -3.718 3.945
H: 0.026 -0.037 4.356
H: -6.665 -0.498 -2.606
H: -2.721 2.908 1.479
H: -5.009 0.340 -6.466
H: -4.411 -0.422 -1.614
H: -6.962 -0.120 -5.029
H: 1.655 -0.574 2.032
H: -0.304 2.324 4.967
H: 3.110 1.858 3.388
H: 3.650 -3.433 4.525
H: 4.509 1.565 2.323
H: -2.746 0.425 -5.480
H: 3.646 3.129 2.273
H: -1.652 3.805 3.518
H: 1.011 -4.412 -1.357
H: 1.522 -3.611 -2.906
H: -2.469 0.539 0.886
H: 4.787 2.650 0.336
H: 3.736 -1.464 3.044

Results of the natural (NBO) charge analysis, in e, for atoms 1 through 2: 1.7140, 0.1381



[9]
Computed, not measured: one molecule with the formula C5H8O, with ωB97M-V/def2-TZVPD.

## Properties
- Net charge: 0
- SMILES string: O[C@@H]1C=CCC1
- HOMO energy: -0.3433 hartree

Cartesian coordinates (Å):
O: 1.190 -0.471 1.774
C: -0.830 -0.840 0.495
C: 0.067 0.160 1.169
C: 0.405 1.109 0.000
C: -0.656 -0.929 -0.825
C: 0.014 0.267 -1.420
H: -0.683 0.986 -1.849
H: -0.435 0.623 2.030
H: -1.539 -1.432 1.052
H: 1.585 -1.051 1.109
H: 1.438 1.457 -0.004
H: 0.613 -0.051 -2.323
H: -0.241 2.000 0.167
H: -0.928 -1.829 -1.374

Results of the natural (NBO) charge analysis, in e, for atoms 1 through 2: -0.7070, -0.2282



[10]
Computed, not measured: C32H35N10O4Pb as an isolated structure, with ωB97M-V/def2-TZVPD.

## Properties
- Net charge: +3
- HOMO energy (spin up / spin down): -0.5665 / -0.5662 hartree

Cartesian coordinates (Å):
Pb: -0.717 0.896 0.549
O: 0.905 3.477 0.034
O: -1.378 3.405 0.252
O: -0.615 9.597 0.197
O: -2.573 8.413 -0.115
N: -0.928 -4.176 -3.487
N: 0.632 0.984 -1.533
N: 0.017 -0.874 2.864
N: 0.660 -2.783 0.813
N: -1.535 -1.541 0.530
N: -2.225 0.204 -1.588
N: -3.340 1.187 1.092
N: -1.480 -3.554 -0.860
N: 6.875 -5.713 0.651
N: 1.504 -1.216 5.209
C: -0.246 4.019 0.152
C: 0.103 -3.898 -2.670
C: -2.275 -1.244 -1.880
C: 3.276 -3.428 0.437
C: 5.418 -4.084 1.608
C: 2.339 -3.690 -0.590
C: -0.094 0.732 -2.838
C: -1.564 7.561 0.123
C: 1.079 -1.708 2.940
C: -0.389 5.516 0.149
C: 1.553 -2.375 1.736
C: -2.354 -4.416 -1.617
C: 2.853 -2.781 1.604
C: -0.338 8.268 0.302
C: -2.217 -2.036 -0.568
C: -3.580 0.760 -1.352
C: 4.612 -4.021 0.455
C: -2.070 -4.627 -2.925
C: 6.106 -5.769 -0.411
C: -1.625 6.157 0.086
C: 5.017 -4.909 -0.610
C: -0.267 -0.207 3.964
C: 1.731 -1.947 4.119
C: 0.817 6.233 0.065
C: -4.218 0.625 0.040
C: 0.406 -0.390 5.151
C: -1.606 0.995 -2.659
C: -0.019 -3.607 -1.311
C: 6.596 -4.864 1.600
C: 1.010 -3.346 -0.342
C: -2.006 9.747 -0.080
C: 0.888 7.626 0.307
H: 3.603 -2.492 2.346
H: -3.737 0.892 2.001
H: 0.175 0.108 6.086
H: -1.372 -1.534 -2.432
H: 6.387 -6.511 -1.121
H: 1.486 0.426 -1.433
H: -2.105 0.804 -3.644
H: -2.059 -1.618 1.391
H: -2.555 5.614 -0.019
H: -3.260 -2.321 -0.316
H: -4.312 -0.477 0.226
H: 0.062 -0.309 -3.191
H: 2.635 -4.213 -1.464
H: -1.096 0.510 3.883
H: 5.118 -3.500 2.512
H: -2.449 10.359 0.756
H: 4.537 -4.838 -1.547
H: -4.289 0.327 -2.124
H: 0.868 1.987 -1.392
H: 1.758 5.659 0.041
H: 2.577 -2.634 4.196
H: 0.265 1.359 -3.667
H: -3.252 -4.811 -1.161
H: -3.548 1.790 -1.671
H: 7.300 -4.739 2.435
H: 1.090 -3.879 -3.111
H: -2.724 -5.241 -3.569
H: -3.267 2.229 1.090
H: -3.187 -1.564 -2.491
H: -5.233 1.089 0.065
H: -0.502 -2.185 0.709
H: 1.821 8.231 0.419
H: -1.815 2.028 -2.423
H: -2.101 10.172 -1.089
H: -1.555 -3.914 0.117

Results of the Mulliken charge analysis, in e, for atoms 1 through 2: 1.4577, -0.8200



[11]
Computed, not measured: a 2-piece molecular cluster, C6H16 overall, with ωB97M-V/def2-TZVPD.

## Properties
- Multiplicity: 2
- Net charge: +1
- Expectation value of S²: 0.752
- HOMO energy (spin up / spin down): -0.5648 / -0.5620 hartree

Cartesian coordinates (Å):
C: -0.130 -2.720 1.332
C: -0.207 1.112 -0.633
C: 1.025 -2.234 0.461
C: -1.277 1.724 -1.514
C: -0.731 0.820 0.754
C: 1.113 1.936 -0.618
H: 1.899 -1.960 1.052
H: -0.656 -1.872 1.793
H: 0.315 -3.452 2.010
H: -0.816 -3.319 0.744
H: 0.664 -1.358 -0.128
H: -2.144 1.049 -1.695
H: 1.678 1.851 0.309
H: 0.865 3.013 -0.698
H: -0.963 1.799 -2.561
H: 1.281 -2.993 -0.256
H: 1.768 1.711 -1.448
H: -1.647 0.260 0.658
H: 0.203 0.193 -1.192
H: -1.570 2.650 -1.076
H: 0.076 0.190 1.211
H: -0.749 1.600 1.494

Results of the natural (NBO) charge analysis, in e, for atoms 1 through 2: -0.6115, -0.1396



no.,largest force on an atom (eV/Å)
1,4.0
2,4.8
3,5.0
4,1.8
5,6.5
6,4.6
7,2.1
8,0.6
9,1.8
10,3.1
11,3.1